1.
Entry from OMol25: C53H43FeN3OP2S as an isolated structure in a non-equilibrium geometry (wB97M-V/def2-TZVPD).

The geometry in ORCA input format:
```
! RIJCOSX wB97M-V def2-TZVPD def2/J DEFGRID3
* xyz 2 5
Fe 1.08431 -0.16177 -1.03485
O 1.68470 -0.69368 1.42846
S 0.55798 0.26633 1.37195
C 1.08207 1.93053 1.90994
C 1.77806 1.97526 3.11053
C 2.08128 3.22166 3.63667
C 1.72275 4.40737 2.99569
C 2.09440 5.81953 3.29348
C 1.35581 6.63526 2.14993
C 0.95870 5.55173 1.16176
C 0.48450 5.64343 -0.07885
C 0.26171 4.41980 -0.73822
C 0.25183 3.16321 -0.20966
P -0.52798 1.78340 -1.22505
C -2.07423 1.23171 -0.49602
C -2.52596 1.61640 0.73305
C -3.63459 1.12353 1.35207
C -4.49806 0.34763 0.48212
C -4.13022 0.09179 -0.84183
C -2.93192 0.50735 -1.33078
C -0.97993 2.51491 -2.82481
C -0.04149 2.47660 -3.84925
C -0.21727 3.24955 -5.03611
C -1.40836 3.92609 -5.18709
C -2.44622 3.90502 -4.25075
C -2.15814 3.28687 -3.03676
C 0.78754 3.01769 1.10845
C 1.17348 4.27619 1.70976
C -0.58482 -0.36570 2.58860
C -1.04144 0.49883 3.56796
C -1.94657 -0.00179 4.57363
C -2.31574 -1.30431 4.48634
C -3.28272 -2.12895 5.41418
C -3.22895 -3.55154 4.79119
C -2.45023 -3.42230 3.51131
C -2.04061 -4.35334 2.59149
C -1.23744 -3.92634 1.45511
C -0.69702 -2.71671 1.34583
P 0.36661 -2.49653 -0.15658
C 1.95293 -3.26702 0.02759
C 2.84962 -3.20541 -1.05145
C 4.04505 -3.87083 -0.99438
C 4.45960 -4.43899 0.17894
C 3.71539 -4.40943 1.32941
C 2.36960 -3.89873 1.21131
C -0.69182 -3.33175 -1.42718
C -0.16422 -4.43295 -2.08417
C -0.84325 -4.95954 -3.16251
C -2.00409 -4.42044 -3.57717
C -2.54645 -3.29549 -2.89856
C -1.92002 -2.78515 -1.75336
C -0.96714 -1.76734 2.39167
C -1.85051 -2.19753 3.47063
H 2.05793 1.03605 3.59869
H 2.71249 3.28040 4.56238
H 3.17884 5.97168 3.21777
H 1.71767 6.10788 4.27463
H 2.05349 7.43283 1.77240
H 0.50096 7.21613 2.55248
H 0.14189 6.49512 -0.58754
H -0.07787 4.44898 -1.77831
H -2.00210 2.32159 1.38826
H -3.86304 1.39375 2.42088
H -5.50432 0.00320 0.71260
H -4.85521 -0.30170 -1.49138
H -2.83152 0.45921 -2.39177
H 0.88412 1.90396 -3.61859
H 0.56506 3.25266 -5.70438
H -1.60599 4.46508 -6.11535
H -3.35314 4.48644 -4.41719
H -2.83031 3.40637 -2.27135
H -0.78310 1.55364 3.58769
H -2.28040 0.63823 5.41084
H -4.18910 -1.57572 5.23983
H -3.04751 -2.00107 6.51220
H -4.19565 -3.93086 4.50764
H -2.70439 -4.26365 5.48647
H -2.42874 -5.35159 2.48059
H -1.19530 -4.57761 0.56598
H 2.59795 -2.55114 -1.96283
H 4.80340 -3.74138 -1.78523
H 5.43359 -4.81619 0.23647
H 4.04982 -4.87436 2.21960
H 1.73349 -3.94518 2.10116
H 0.81069 -4.84327 -1.75646
H -0.40604 -5.84220 -3.62557
H -2.58452 -4.70502 -4.46906
H -3.56143 -2.98280 -3.13269
H -2.38005 -1.98284 -1.18457
N 0.83273 -1.64043 -3.67622
C 1.26240 -1.86414 -4.91945
C 2.05293 -0.82896 -5.32578
C 2.17021 -0.03888 -4.19142
N 1.40398 -0.48900 -3.16932
H 0.09951 -2.12365 -3.18810
H 0.90068 -2.65050 -5.54282
H 2.63398 -0.64166 -6.25619
H 2.67942 0.88880 -3.97512
C 5.36630 0.82502 0.48014
C 4.21043 0.65373 -0.32615
N 3.19556 0.38056 -0.76406
H 5.09074 1.39162 1.38466
H 6.06972 1.31891 -0.04035
H 5.73920 -0.25208 0.82023
*
```

As for the total energy: -4629.0211 Eh. The calculation puts the LUMO energy (spin up / spin down) at -4.658 / -4.895 eV. The max |F| comes out at 4.5 eV/Å.

---

2.
Entry from OMol25: a 2-piece molecular cluster, C5H11NO overall in a non-equilibrium geometry (wB97M-V/def2-TZVPD).

The geometry in ORCA input format:
```
! RIJCOSX wB97M-V def2-TZVPD def2/J DEFGRID3
* xyz -1 2
N -1.72913 -1.78934 0.32124
C -1.37329 -0.40841 0.33145
C -2.06698 0.45173 1.17992
C 1.38097 -0.30953 -2.38651
C 0.42732 -0.82579 -1.36483
C -0.45548 0.01364 -0.67380
H -0.95464 -2.43502 0.35732
H -2.34589 -1.98487 1.09665
H -2.90103 0.03802 1.73889
H -1.95592 1.51553 1.02729
H 0.95688 0.53766 -2.94708
H 2.31839 0.08847 -1.95710
H 1.67196 -1.05837 -3.12817
H 0.42186 -1.89943 -1.20528
H -0.31625 1.08128 -0.76268
H 2.80162 2.35590 3.39933
H 1.96261 1.92997 2.20037
O 2.15701 2.69857 2.77299
*
```

As for the total energy: -327.0330 Eh. The calculation puts the LUMO energy (spin up / spin down) at 3.515 / 3.492 eV. The max |F| comes out at 1.2 eV/Å. The energy above the lowest of the compared OMol25 structures with the same formula, charge and spin comes out at 110.1 kJ/mol.

---

3.
Entry from OMol25: one molecule with the formula C3H6N4 in a non-equilibrium geometry (wB97M-V/def2-TZVPD).

The geometry in ORCA input format:
```
! RIJCOSX wB97M-V def2-TZVPD def2/J DEFGRID3
* xyz 0 1
C -1.60885 0.01088 0.02956
C -2.96232 0.48282 -0.06660
C 2.98276 -0.45452 0.05841
N -0.47058 -0.09380 -0.24168
N 1.75926 1.57794 -0.05462
N 0.68283 -0.50106 -0.33672
N 1.80435 0.40897 -0.09824
H -3.01220 1.49028 0.35106
H -3.30393 0.52236 -1.10374
H -3.62984 -0.15987 0.50667
H 3.50096 -0.55388 -0.89518
H 3.64158 0.02865 0.77863
H 2.66500 -1.43100 0.41339
*
```

As for the total energy: -336.7328 Eh. The calculation puts the LUMO energy at 0.590 eV. The max |F| comes out at 2.9 eV/Å. The energy above the lowest of the compared OMol25 structures with the same formula, charge and spin comes out at 568.3 kJ/mol.

---

4.
Entry from OMol25: one molecule with the formula C19H19BrClN5O5S in a non-equilibrium geometry (wB97M-V/def2-TZVPD).

The geometry in ORCA input format:
```
! RIJCOSX wB97M-V def2-TZVPD def2/J DEFGRID3
* xyz 0 1
O 1.91906 1.74327 3.09534
C 1.66275 1.94534 1.93677
N 2.48076 1.61569 0.88934
N 3.65987 1.02432 1.07028
C 4.37660 0.70569 0.06870
C 5.66424 0.07427 0.26245
C 6.45320 -0.26742 -0.82865
C 7.69762 -0.86110 -0.65216
C 8.16931 -1.14087 0.63368
C 7.36966 -0.80648 1.72658
C 6.14528 -0.20387 1.54895
H 5.52906 0.06330 2.39247
H 7.73063 -1.02990 2.71762
Cl 9.66983 -1.92290 0.91694
N 8.45205 -1.16315 -1.84815
O 9.65477 -1.24284 -1.76770
O 7.81582 -1.30124 -2.87114
H 6.12082 -0.07502 -1.83870
H 4.05676 0.89384 -0.96270
H 2.11873 1.80106 -0.05213
C 0.38857 2.64042 1.45707
N -0.00661 2.15695 0.14513
C -0.87048 3.05993 -0.60050
C -2.30304 3.09321 -0.05898
N -2.86707 1.75619 -0.02187
S -3.45112 1.17946 -1.48857
O -3.94874 2.30162 -2.22468
O -2.51992 0.29446 -2.13311
C -4.83382 0.21157 -0.89221
C -5.89213 0.87845 -0.30410
C -6.97227 0.15753 0.17245
C -6.96401 -1.22463 0.04735
C -5.90559 -1.89640 -0.54486
C -4.83024 -1.16410 -1.01937
H -3.99015 -1.64340 -1.49702
H -5.92491 -2.97146 -0.63505
Br -8.43984 -2.21906 0.70171
H -7.81135 0.65595 0.63273
H -5.86052 1.95357 -0.23632
C -2.03431 0.80371 0.68753
C -0.58678 0.81999 0.17476
H 0.03478 0.17658 0.80094
H -0.58442 0.43671 -0.84908
H -2.46932 -0.18557 0.54132
H -2.07709 1.04916 1.75350
H -2.94241 3.68910 -0.70934
H -2.33285 3.50250 0.95569
H -0.43408 4.06075 -0.59035
H -0.90426 2.69951 -1.63359
H -0.37029 2.52038 2.24179
H 0.62031 3.70747 1.38115
*
```

As for the total energy: -4817.6724 Eh. Its SMILES is O=C(CN1CCN(S(=O)(=O)c2ccc(Br)cc2)CC1)N/N=C/c1ccc(Cl)c([N+](=O)[O-])c1. The calculation puts the LUMO energy at -0.649 eV. The max |F| comes out at 1.1 eV/Å.

---

5.
Entry from OMol25: C4H10Br2Na3O2 as an isolated structure in a non-equilibrium geometry (wB97M-V/def2-TZVPD).

The geometry in ORCA input format:
```
! RIJCOSX wB97M-V def2-TZVPD def2/J DEFGRID3
* xyz 1 1
Na -2.74844 -1.10774 -0.40531
Na -0.87330 -2.02901 1.66436
Na -2.20772 1.03824 2.49962
C 0.28902 -1.04666 4.57424
O -1.04513 -0.98663 4.10519
H 0.74990 -2.03253 4.51297
H 0.86077 -0.24395 4.10857
H 0.39310 -0.94631 5.65461
C 0.40895 0.98139 0.59613
O -0.74299 0.20772 0.35065
H 0.72074 1.09740 1.63412
H 1.13241 0.58183 -0.11454
H 0.19040 2.03020 0.39531
Br 1.22893 -1.83809 -4.44558
C 0.98059 0.16831 -4.08832
C -0.30477 0.48965 -3.26462
Br -0.20574 2.46401 -3.08179
H 0.85752 0.53625 -5.10694
H 1.92570 0.41432 -3.60423
H -0.35424 0.02919 -2.27790
H -1.25580 0.19233 -3.70649
*
```

As for the total energy: -5943.5395 Eh. The calculation puts the LUMO energy at -5.657 eV. The max |F| comes out at 3.2 eV/Å.

---

6.
Entry from OMol25: C4H8N2 as an isolated structure (wB97M-V/def2-TZVPD).

The geometry in ORCA input format:
```
! RIJCOSX wB97M-V def2-TZVPD def2/J DEFGRID3
* xyz 0 1
C 1.56275 0.50426 -0.10879
N 1.37594 -0.92819 0.26620
C 0.64272 -1.05583 -0.94496
C 0.82681 0.19340 -1.39008
C -2.12629 0.10463 0.59094
N -1.30207 0.25981 1.54040
H 2.61661 0.78187 -0.19512
H 1.06045 1.18377 0.58500
H 0.81721 -1.04464 1.11079
H 0.17402 -1.96334 -1.31175
H 0.66093 0.72269 -2.31765
H -2.22623 -0.88090 0.13210
H -2.76895 0.89231 0.17911
H -1.31391 1.23019 1.86382
*
```

As for the total energy: -266.6203 Eh. The calculation puts the LUMO energy at 1.092 eV. The max |F| comes out at 0.4 eV/Å. The energy above the lowest of the compared OMol25 structures with the same formula, charge and spin comes out at 267.0 kJ/mol.

---

7.
Entry from OMol25: a 2-piece molecular cluster, C5H13NS overall in a non-equilibrium geometry (wB97M-V/def2-TZVPD).

The geometry in ORCA input format:
```
! RIJCOSX wB97M-V def2-TZVPD def2/J DEFGRID3
* xyz 0 1
C -0.11857 2.64429 0.70114
C 1.29468 3.08069 0.35106
S 1.63081 2.79354 -1.39315
C -0.65477 1.20235 0.27422
N -0.51187 -0.22271 0.27808
C -0.22110 -2.98209 -1.12410
C -0.37307 -3.13060 0.37842
H -0.44762 2.77891 1.74429
H -0.74864 3.33865 0.12822
H 2.03781 2.50049 0.88450
H 1.39849 4.16212 0.40605
H 0.09300 -0.59023 -0.47024
H 0.12607 0.92371 -0.51788
H -1.68592 1.21786 0.60817
H -0.82531 -2.13576 -1.39645
H 0.79433 -2.84146 -1.46384
H -0.59486 -3.81475 -1.73298
H 0.04353 -2.12684 0.79711
H 0.19452 -3.87677 0.96120
H -1.43153 -2.92141 0.58618
*
```

As for the total energy: -650.9603 Eh. The calculation puts the LUMO energy at -2.370 eV. The max |F| comes out at 3.2 eV/Å. The energy above the lowest of the compared OMol25 structures with the same formula, charge and spin comes out at 744.8 kJ/mol.

---

8.
Entry from OMol25: a 7-piece molecular cluster, C33H56F24N7O17S8 overall in a non-equilibrium geometry (wB97M-V/def2-TZVPD).

The geometry in ORCA input format:
```
! RIJCOSX wB97M-V def2-TZVPD def2/J DEFGRID3
* xyz -1 1
C 1.10515 -3.07255 -5.66921
C 0.12697 -2.00777 -5.18822
C -0.82104 -2.42662 -4.02674
C -1.65257 -3.72005 -4.25015
N -2.73780 -4.07675 -3.13786
C -3.92066 -2.97674 -3.11341
C -4.33281 -2.71268 -1.61944
C -2.96281 -2.95528 -1.00602
C -2.26095 -4.14841 -1.63848
C -3.40596 -5.45944 -3.44136
C -2.45886 -6.71386 -3.43913
C -3.32705 -7.97562 -3.64763
H 0.56501 -3.88346 -6.15786
H 1.64061 -3.63570 -4.90486
H 1.93525 -2.69988 -6.26933
H -0.47647 -1.85487 -6.08298
H 0.64617 -1.05471 -5.08726
H -1.50314 -1.63043 -3.72856
H -0.19764 -2.71764 -3.18130
H -1.03306 -4.61327 -4.33054
H -2.22600 -3.66658 -5.17559
H -4.84692 -3.22412 -3.63202
H -3.60681 -2.03885 -3.57162
H -5.19370 -3.36034 -1.45357
H -4.65305 -1.67922 -1.48713
H -2.96520 -3.08269 0.07651
H -2.31180 -2.10471 -1.20801
H -2.62190 -5.08033 -1.20335
H -1.17234 -4.10628 -1.60307
H -3.85980 -5.40180 -4.43071
H -4.19758 -5.51909 -2.69444
H -1.86419 -6.89863 -2.54453
H -1.74938 -6.72722 -4.26652
H -4.05221 -7.93969 -2.83464
H -2.64088 -8.82039 -3.58748
H -3.83585 -7.91539 -4.60971
C 1.61174 6.58313 2.19810
C 2.77545 6.08168 3.06332
C 3.87976 5.29129 2.40291
C 3.32470 4.06637 1.69777
N 4.39391 3.26170 0.83633
C 5.19723 2.39419 1.78470
C 6.63310 2.51527 1.37279
C 6.73883 3.95816 0.78067
C 5.38974 4.13612 0.05762
C 3.74369 2.34379 -0.24652
C 2.88578 3.12546 -1.32184
C 2.45113 2.22621 -2.51286
H 0.94783 5.73549 2.02834
H 1.97919 7.06043 1.28965
H 1.03755 7.34508 2.72521
H 2.40991 5.41496 3.84433
H 3.24903 6.92533 3.56540
H 4.72497 5.02132 3.03602
H 4.35993 6.01390 1.74308
H 2.67060 4.55695 0.97694
H 2.60467 3.54334 2.32712
H 4.83256 1.37128 1.69111
H 5.02411 2.76306 2.79567
H 6.98463 1.73616 0.69640
H 7.33187 2.46476 2.20782
H 7.60749 3.96335 0.12226
H 6.90159 4.64453 1.61164
H 5.54080 3.69671 -0.92839
H 4.93773 5.11088 -0.12573
H 3.06913 1.70399 0.32245
H 4.59827 1.85175 -0.71093
H 3.39348 4.03314 -1.64811
H 1.99563 3.48550 -0.80599
H 3.29962 1.61339 -2.81716
H 2.15965 2.79173 -3.39792
H 1.64688 1.54680 -2.23058
C -2.29385 3.83636 1.07895
C -1.08984 2.99978 1.38866
O 0.02335 3.40143 1.16139
N -1.31165 1.60837 1.95411
H -0.57414 1.57429 2.64332
H -2.16154 1.60098 2.49975
C -1.23125 0.49558 0.89316
H -2.81689 4.19505 1.96544
H -3.07159 3.28121 0.55451
H -2.01982 4.70971 0.48711
H -0.26362 0.69151 0.43120
H -2.05683 0.50758 0.18156
H -1.14667 -0.49784 1.33368
C -5.37105 1.08854 0.97400
F -4.32607 1.18985 0.20664
F -5.87796 2.22120 1.33220
F -6.32939 0.35261 0.39558
S -4.72902 0.27511 2.57578
O -5.89016 -0.11218 3.37835
O -3.92704 -0.84289 2.04672
N -3.73109 1.54726 3.12387
S -4.30650 1.73010 4.53512
O -5.62299 2.34293 4.57172
O -4.11109 0.62350 5.45690
C -3.00931 3.10066 5.22006
F -3.14006 4.27792 4.59080
F -3.31104 3.27095 6.53865
F -1.80941 2.57927 5.04691
C -2.20430 1.27092 -2.74349
F -0.95521 0.88446 -2.35155
F -3.08508 0.23070 -2.61094
F -2.57396 2.16612 -1.86256
S -2.06693 1.95749 -4.54804
O -1.62157 3.36208 -4.44290
O -1.07599 1.08028 -5.22418
N -3.69635 1.93571 -4.98274
S -3.60441 1.12095 -6.29383
O -2.88752 1.77938 -7.37891
O -3.21518 -0.26900 -6.13410
C -5.49556 1.13294 -6.74996
F -5.83312 2.36929 -7.03656
F -5.72545 0.34545 -7.76597
F -6.21276 0.74771 -5.68150
C 0.79634 -0.48833 5.16754
F 0.36023 -1.22576 4.07459
F -0.16834 0.06386 5.78732
F 1.42630 -1.31386 5.94371
S 2.01061 0.92798 4.42418
O 1.55758 1.15786 3.04744
O 1.82232 2.13682 5.20057
N 3.53336 0.05546 4.43768
S 4.17632 0.78359 5.60082
O 4.50893 2.20242 5.31744
O 3.62070 0.44957 6.92471
C 5.91524 0.01587 5.66320
F 6.71690 0.63379 6.53461
F 5.88059 -1.30571 5.94247
F 6.54531 0.23010 4.51094
C 2.20399 -6.58160 2.75466
F 2.19421 -6.84687 1.43851
F 2.05899 -7.87572 3.28934
F 3.40628 -6.04322 3.14693
S 0.80445 -5.31101 3.24787
O -0.41481 -5.88306 2.66704
O 0.91354 -5.27351 4.70002
N 1.41075 -3.83417 2.53809
S 0.68508 -3.80027 1.13930
O 0.81640 -4.98386 0.31615
O -0.65541 -3.19673 1.18819
C 1.87351 -2.52997 0.14296
F 2.98841 -3.19183 -0.18506
F 1.18432 -2.19639 -0.94105
F 2.12460 -1.41487 0.93608
*
```

As for the total energy: -8535.4271 Eh. The calculation puts the LUMO energy at 1.217 eV. The max |F| comes out at 6.7 eV/Å.